A.
Below is a cluster of 2 separate species, C7H14O2 in total, with properties calculated with ωB97M-V/def2-TZVPD.

Geometry as XYZ:
```
23
Properties=species:S:1:pos:R:3:mulliken_charge:R:1
C 1.474 0.872 -1.773 -1.41
C 1.246 -0.260 -0.816 0.87
O 0.753 -1.315 -1.140 -0.55
C 1.693 -0.057 0.632 0.21
C 1.297 1.297 1.219 -1.30
O 1.186 -1.097 1.430 -0.61
H 0.734 1.649 -1.579 0.31
H 2.464 1.307 -1.638 0.39
H 1.369 0.517 -2.796 0.37
H 2.798 -0.121 0.611 0.34
H 1.591 1.319 2.265 0.35
H 1.787 2.113 0.696 0.39
H 0.219 1.429 1.170 0.24
H 0.884 -1.790 0.818 0.39
C -2.277 -0.865 -1.280 -0.85
C -1.915 -0.298 -0.139 0.27
C -2.156 -0.809 1.212 -0.95
H -2.698 -1.860 -1.309 0.21
H -2.169 -0.374 -2.231 0.26
H -1.746 0.801 -0.105 0.21
H -1.311 -0.746 1.894 0.26
H -2.764 0.141 1.646 0.23
H -2.459 -1.853 1.214 0.35
```

## Properties
LUMO level (Ha): 0.030
HOMO energy (eV): -9.1061
HOMO-LUMO gap (eV): 9.93
SMILES string: CC(=O)[C@@H](C)O.C=CC

B.
Below is a structure of composition C7H14O2, with properties calculated with ωB97M-V/def2-TZVPD.

Geometry as XYZ:
```
23
Properties=species:S:1:pos:R:3:mulliken_charge:R:1
C -0.067 0.372 -0.069 1.43
C 1.791 0.124 0.296 -0.28
C -0.553 -0.981 0.038 -0.34
C -0.899 1.036 1.029 -0.62
C -2.074 0.109 0.810 -0.86
C -0.068 1.105 -1.388 -1.81
C -0.526 -1.947 -1.109 -1.49
O 1.945 -0.674 1.430 -0.53
O 2.342 1.391 0.479 -0.54
H 1.882 1.811 1.217 0.34
H 2.888 -0.735 1.647 0.33
H 2.271 -0.302 -0.593 0.42
H -0.358 -1.489 0.979 0.40
H -1.085 2.096 0.849 0.37
H -0.441 0.892 2.008 0.31
H -2.797 0.394 0.055 0.28
H -2.470 -0.446 1.651 0.34
H -1.087 1.386 -1.656 0.40
H 0.543 2.003 -1.298 0.40
H 0.332 0.499 -2.198 0.41
H -0.682 -1.471 -2.074 0.33
H 0.425 -2.480 -1.125 0.31
H -1.312 -2.693 -0.975 0.39
```

## Properties
LUMO level (Ha): 0.029
HOMO energy (eV): -7.6082
HOMO-LUMO gap (eV): 8.40

C.
Below is an isolated molecule of C7H14O2, with properties calculated with ωB97M-V/def2-TZVPD.

Geometry as XYZ:
```
23
Properties=species:S:1:pos:R:3:mulliken_charge:R:1
C -0.513 1.646 0.079 -1.21
C -0.329 0.342 0.077 0.26
C -1.509 -0.727 0.305 -0.21
C -2.905 -0.131 0.300 -1.45
C 0.856 -0.399 -0.411 1.10
C 0.927 -0.460 -1.934 -1.46
O 0.997 -1.647 0.188 -0.56
O 2.051 0.494 -0.010 -0.48
C 2.306 0.630 1.365 -0.74
H 0.288 2.314 -0.194 0.35
H -1.450 2.099 0.355 0.29
H -1.466 -1.546 -0.415 0.41
H -1.277 -1.173 1.275 0.29
H -3.643 -0.905 0.509 0.39
H -3.129 0.307 -0.672 0.35
H -3.009 0.637 1.064 0.33
H 1.925 -0.785 -2.224 0.40
H 0.759 0.524 -2.359 0.36
H 0.181 -1.156 -2.313 0.34
H 1.776 -2.075 -0.187 0.40
H 3.297 1.078 1.466 0.28
H 1.566 1.275 1.857 0.27
H 2.300 -0.341 1.878 0.29
```

## Properties
LUMO level (Ha): 0.032
HOMO energy (eV): -9.6188
HOMO-LUMO gap (eV): 10.48
SMILES string: C=C(CC)[C@](C)(O)OC

Most stable: C. Least stable: B.

A.
Below is an isolated molecule of C5H9NOS, with properties calculated with ωB97M-V/def2-TZVPD.

Geometry as XYZ:
```
17
Properties=species:S:1:pos:R:3:mulliken_charge:R:1
C -1.536 -0.322 1.082 -0.88
N -0.912 -0.759 -0.137 -0.14
C -1.526 0.086 -1.088 -1.11
C 0.598 -0.540 -0.167 -0.89
C 1.404 0.726 -0.054 0.89
O 0.940 1.791 0.115 -0.48
C 2.956 0.684 0.145 -0.38
S 3.785 -0.662 -0.048 -0.25
H -2.643 -0.796 1.235 0.30
H -1.211 -0.939 2.004 0.30
H -1.411 0.762 1.381 0.32
H -1.504 1.172 -0.800 0.30
H -2.486 -0.288 -1.183 0.47
H -1.156 -0.227 -2.025 0.40
H 0.962 -1.161 -1.226 0.32
H 0.789 -1.282 0.647 0.44
H 2.952 1.756 0.119 0.40
```

## Properties
LUMO level (Ha): -0.048
HOMO energy (eV): -8.7292
HOMO-LUMO gap (eV): 7.43
SMILES string: CN(C)CC(=O)C=S

B.
Below is an isolated molecule of C5H9NOS, with properties calculated with ωB97M-V/def2-TZVPD.

Geometry as XYZ:
```
17
Properties=species:S:1:pos:R:3:mulliken_charge:R:1
C -1.248 -0.426 -0.323 0.08
C 1.485 -0.094 0.183 0.09
C -2.624 0.303 -0.111 0.54
C 2.503 -1.048 0.601 -0.95
C -2.636 1.756 0.260 -1.02
N 0.187 -0.531 0.019 -0.16
O -1.532 -1.770 -0.748 -0.59
S -3.931 -0.575 0.001 -0.47
H 1.511 0.984 0.311 0.38
H 3.385 -0.903 -0.080 0.26
H 2.172 -2.094 0.468 0.29
H 2.924 -0.983 1.592 0.25
H -3.684 2.046 -0.035 0.32
H -1.887 2.571 -0.300 0.26
H -2.453 1.935 1.299 0.27
H 0.162 -1.624 -0.062 0.16
H -2.548 -1.783 -0.438 0.30
```

## Properties
LUMO level (spin up / spin down) (Ha): -0.021 / -0.002
HOMO energy (spin up / spin down) (eV): -7.0420 / -7.0332
HOMO-LUMO gap (spin up / spin down) (eV): 6.46 / 6.99

Most stable: A. Least stable: B.

A.
Below is a cluster of 2 separate species, C5H9NOS in total, with properties calculated with ωB97M-V/def2-TZVPD.

Geometry as XYZ:
```
17
Properties=species:S:1:pos:R:3:mulliken_charge:R:1
C 0.928 -0.543 0.781 0.01
C 1.304 0.997 0.332 -0.53
C -0.465 -0.009 -0.762 0.24
C -1.657 -0.776 -0.364 -0.38
C -0.472 -0.417 0.609 -0.62
H 2.299 -2.156 0.048 0.31
H 1.641 -0.794 1.678 0.52
H 1.460 1.348 1.399 0.32
H 2.076 1.194 -0.333 0.34
H 0.421 1.847 -1.367 0.31
H -0.212 -0.718 -1.573 0.14
H -1.871 -1.533 -1.041 0.43
H -2.575 1.046 0.352 0.13
H -0.990 0.412 1.122 0.16
N 0.025 1.421 -0.555 -0.49
O 1.289 -1.261 -0.499 -0.60
S -3.201 -0.059 0.174 -0.26
```

## Properties
LUMO level (Ha): -0.003
HOMO energy (eV): -8.6233
HOMO-LUMO gap (eV): 8.55

B.
Below is an isolated molecule of C5H9NOS, with properties calculated with ωB97M-V/def2-TZVPD.

Geometry as XYZ:
```
17
Properties=species:S:1:pos:R:3:mulliken_charge:R:1
N 3.389 1.225 0.355 -0.63
S 2.746 -0.107 0.219 0.61
O 3.196 -1.170 -0.569 -0.55
C 0.774 0.049 -0.133 0.08
C 0.011 1.069 -0.399 -0.39
C -1.447 0.755 -0.217 -0.69
C -1.403 -0.686 0.422 -0.57
C 0.105 -1.243 0.211 -0.84
H 3.539 1.706 -0.480 0.26
H 2.700 -0.530 1.567 0.18
H 0.413 1.990 -0.500 0.55
H -2.040 1.442 0.494 0.24
H -1.912 0.828 -1.060 0.40
H -1.499 -0.528 1.530 0.24
H -2.206 -1.331 0.041 0.35
H 0.244 -1.871 -0.546 0.36
H 0.650 -1.740 1.059 0.39
```

## Properties
LUMO level (Ha): 0.024
HOMO energy (eV): -9.5784
HOMO-LUMO gap (eV): 10.24
SMILES string: N=[S@H](=O)C1=CCCC1

Most stable: B. Least stable: A.

A.
Below is a cluster of 2 separate species, C5H11NO3 in total, with properties calculated with ωB97M-V/def2-TZVPD.

Geometry as XYZ:
```
20
Properties=species:S:1:pos:R:3:mulliken_charge:R:1
C -0.575 -0.923 -1.744 -1.58
C -0.755 0.192 -0.765 0.82
O -1.991 0.756 -0.768 -0.51
C 0.197 0.904 -0.062 0.41
C -0.253 2.013 0.852 -1.27
N 1.463 0.483 0.213 -0.46
O 2.034 -0.362 -0.786 -0.39
H 0.355 -1.454 -1.590 0.30
H -0.590 -0.524 -2.763 0.36
H -1.400 -1.628 -1.626 0.50
H -2.612 0.162 -1.206 0.37
H 0.562 2.327 1.501 0.42
H -0.590 2.872 0.270 0.31
H -1.093 1.684 1.466 0.29
H 1.240 -0.368 1.132 0.34
H 2.964 -0.109 -0.768 0.32
C 0.357 -1.412 1.619 -0.43
O -0.752 -1.215 1.034 -0.45
H 0.983 -2.267 1.311 0.30
H 0.456 -1.129 2.681 0.34
```

## Properties
LUMO level (spin up / spin down) (Ha): 0.016 / 0.016
HOMO energy (spin up / spin down) (eV): -8.1394 / -8.1390
HOMO-LUMO gap (spin up / spin down) (eV): 8.58 / 8.58
SMILES string: C/C(O)=C(/C)NO.C=O

B.
Below is a structure of composition C5H11NO3, with properties calculated with ωB97M-V/def2-TZVPD.

Geometry as XYZ:
```
20
Properties=species:S:1:pos:R:3:mulliken_charge:R:1
C 0.683 1.170 -1.874 -0.74
C -1.349 -0.189 -0.585 0.76
N -2.084 0.972 -0.472 -0.47
O 0.395 0.227 -0.833 -0.14
O -1.727 -1.183 -1.132 -0.56
H -3.079 0.816 -0.525 0.28
H -1.802 1.584 0.280 0.23
H 0.067 0.861 -2.719 0.30
H 1.739 1.047 -2.105 0.29
H 0.416 2.194 -1.608 0.32
C -0.507 -1.745 1.476 -0.74
C 1.012 0.429 0.578 0.13
C 2.204 -0.122 0.817 -0.89
O -0.688 -0.404 1.075 -0.47
H 0.728 1.401 0.959 0.24
H -1.264 -2.003 2.220 0.25
H 0.516 -1.859 1.853 0.31
H -0.602 -2.441 0.636 0.31
H 2.526 -1.042 0.354 0.33
H 2.816 0.287 1.606 0.26
```

## Properties
LUMO level (Ha): 0.031
HOMO energy (eV): -8.4036
HOMO-LUMO gap (eV): 9.25

C.
Below is a cluster of 2 separate species, C5H11NO3 in total, with properties calculated with ωB97M-V/def2-TZVPD.

Geometry as XYZ:
```
20
Properties=species:S:1:pos:R:3:mulliken_charge:R:1
C 0.079 0.868 2.306 -1.26
C -0.626 -0.229 1.573 -0.08
C -0.946 0.245 0.145 -1.06
N -1.535 -0.427 -0.749 0.96
O -1.950 -0.123 -1.907 -0.73
O -2.122 -1.651 -0.283 -0.50
H 0.350 0.618 3.301 0.37
H -0.493 1.751 2.628 0.35
H 0.853 1.214 1.683 0.31
H 0.101 -1.057 1.534 0.28
H -1.447 -0.694 2.141 0.43
H -0.522 1.237 -0.037 0.60
H -2.827 -1.882 -0.857 0.34
C 1.675 0.425 -2.163 -0.94
C 1.493 -0.545 -0.981 0.59
O 1.510 -1.735 -1.121 -0.50
H 0.950 0.126 -2.923 0.26
H 2.700 0.442 -2.512 0.40
H 1.585 1.516 -1.779 0.24
H 1.171 -0.099 0.004 -0.05
```

## Properties
LUMO level (Ha): 0.019
HOMO energy (eV): -9.1181
HOMO-LUMO gap (eV): 9.63
SMILES string: CC/C=[N+](/[O-])O.CC=O

Most stable: B. Least stable: C.

A.
Below is a cluster of 2 separate species, C5H11NO3 in total, with properties calculated with ωB97M-V/def2-TZVPD.

Geometry as XYZ:
```
20
Properties=species:S:1:pos:R:3:mulliken_charge:R:1
C 0.625 1.421 0.837 0.16
C -1.563 -0.784 0.338 -0.82
C -0.538 -1.781 -0.183 -0.41
C 1.022 2.487 -0.176 -1.10
C 0.047 -1.328 -1.487 0.67
N -1.829 -0.993 1.597 -0.07
O -0.669 -1.737 -2.535 -0.45
O 1.596 0.415 0.975 -0.56
O 1.049 -0.666 -1.614 -0.62
H -0.301 -1.384 -3.361 0.36
H 1.734 0.037 0.090 0.36
H 0.504 1.861 1.832 0.39
H -0.341 0.972 0.532 -0.05
H -1.368 -1.687 2.194 0.22
H -2.510 -0.407 2.058 0.27
H -1.086 -2.710 -0.360 0.37
H 0.266 -1.950 0.542 0.40
H 1.148 2.031 -1.155 0.28
H 1.962 2.951 0.115 0.29
H 0.251 3.251 -0.239 0.33
```

## Properties
LUMO level (Ha): 0.028
HOMO energy (eV): -8.5406
HOMO-LUMO gap (eV): 9.30

B.
Below is a cluster of 2 separate species, C5H11NO3 in total, with properties calculated with ωB97M-V/def2-TZVPD.

Geometry as XYZ:
```
20
Properties=species:S:1:pos:R:3:mulliken_charge:R:1
C 0.103 1.223 -1.422 -1.32
C -0.344 1.762 -0.064 0.39
N 0.766 2.394 0.619 -0.70
C -0.981 0.649 0.765 0.47
O -0.661 0.385 1.891 -0.62
O -1.961 0.018 0.121 -0.44
H 0.763 0.370 -1.288 0.21
H -0.763 0.922 -2.013 0.35
H 0.640 2.007 -1.944 0.40
H -1.120 2.533 -0.215 0.35
H 0.510 2.602 1.578 0.28
H 1.552 1.749 0.649 0.27
H -2.355 -0.685 0.665 0.37
C 0.185 -2.791 -0.724 -0.71
C 0.567 -2.294 0.437 0.05
O 1.385 -1.209 0.535 -0.49
H 0.495 -2.357 -1.657 0.25
H -0.442 -3.666 -0.759 0.26
H 0.254 -2.730 1.380 0.31
H 1.406 -0.881 1.447 0.33
```

## Properties
LUMO level (Ha): 0.026
HOMO energy (eV): -9.1992
HOMO-LUMO gap (eV): 9.90
SMILES string: C[C@H](N)C(=O)O.C=CO

Most stable: B. Least stable: A.